Record 1
This record from OMol25 describes a structure of composition C29H48AsGeNO2RuSSi2. The level of theory is ωB97M-V/def2-TZVPD.

Calculated values
**LUMO (alpha / beta)**: 0.091 / -0.368 eV
**Spin multiplicity**: 5

Last column: Löwdin charge in e.
Atoms and positions in Å:
Ru1 1.005263 -0.013345 0.416484  1.19
C1 -1.173947 -3.322453 3.549969  -0.17
Si1 -1.072802 -2.088711 2.126919  0.43
C2 -2.730148 -1.236404 1.951344  -0.16
C3 -0.730359 -3.114112 0.594008  -0.17
C4 0.312849 -0.854098 2.383224  -0.44
C5 1.613346 -1.534605 2.530709  -0.40
C6 2.148921 -2.247205 3.611143  -0.03
C7 3.400409 -2.813809 3.484150  -0.05
C8 4.119281 -2.676240 2.295060  -0.06
C9 3.548392 -1.951982 1.271982  -0.13
N1 2.341663 -1.400823 1.404633  -0.02
Si2 -0.026211 0.500868 3.629052  0.43
C10 -0.970430 -0.094838 5.149527  -0.18
C11 -1.006251 1.887077 2.838833  -0.18
C12 1.603165 1.195108 4.264032  -0.17
H1 -1.974261 -4.042873 3.359218  0.03
H2 -1.381455 -2.841188 4.507108  0.02
H3 -0.245289 -3.890314 3.648727  0.02
H4 -3.502293 -1.979678 1.735199  0.04
H5 -2.704443 -0.520675 1.128384  0.01
H6 -3.027404 -0.708442 2.859533  0.02
H7 -1.527016 -3.844332 0.429358  0.04
H8 0.207398 -3.666795 0.699539  0.02
H9 -0.659258 -2.481987 -0.293932  -0.01
H10 1.572630 -2.347566 4.521294  0.12
H11 3.826047 -3.373688 4.307800  0.11
H12 5.094659 -3.124488 2.171827  0.10
H13 4.038519 -1.800829 0.316904  0.10
H14 -1.960907 -0.481281 4.901866  0.02
H15 -1.104244 0.734413 5.849639  0.03
H16 -0.427782 -0.884917 5.674970  0.02
H17 -1.924164 1.521773 2.374610  0.02
H18 -0.415202 2.375455 2.061669  0.01
H19 -1.275631 2.633361 3.592003  0.03
H20 2.182127 0.451814 4.817352  0.03
H21 1.415007 2.035653 4.937271  0.03
H22 2.205762 1.549838 3.426256  0.00
C13 3.881640 4.034512 1.276734  -0.20
As1 3.126050 2.671021 0.162883  0.99
C14 4.549220 1.528058 -0.417418  -0.20
C15 2.336821 3.533479 -1.355559  -0.19
O1 1.983844 1.848925 1.055000  -0.60
H23 4.639583 4.596218 0.732665  0.04
H24 4.323687 3.559194 2.150287  0.04
H25 3.081912 4.699377 1.597336  0.05
H26 5.267147 2.089125 -1.014241  0.04
H27 4.103214 0.720460 -0.999416  0.01
H28 5.035980 1.116232 0.465696  0.04
H29 3.062619 4.182979 -1.842857  0.04
H30 1.486963 4.115215 -1.003140  0.05
H31 1.984291 2.775147 -2.050937  0.03
C16 2.732140 -1.427678 -4.212122  -0.24
Ge1 1.607084 -1.817814 -2.647417  0.68
C17 2.266748 -3.477178 -1.837918  -0.23
C18 -0.231615 -2.069076 -3.289125  -0.22
C19 1.733645 -0.326865 -1.427732  -0.40
H32 2.684917 -2.242450 -4.936378  0.01
H33 3.774165 -1.294390 -3.916499  0.01
H34 2.395257 -0.514169 -4.704993  0.01
H35 2.084836 -4.321990 -2.504021  0.02
H36 1.767759 -3.674953 -0.889267  -0.01
H37 3.340856 -3.412224 -1.657114  0.01
H38 -0.270283 -2.866423 -4.033288  0.02
H39 -0.588370 -1.143426 -3.742412  0.02
H40 -0.899909 -2.323061 -2.467107  -0.01
H41 1.918689 0.605983 -1.975447  -0.07
C20 -4.962898 2.707096 -5.709588  -0.05
C21 -6.432057 2.632614 -5.391121  -0.74
O2 -7.299352 2.952761 -6.159066  0.00
S1 -6.936573 2.024470 -3.782076  1.02
C22 -5.402819 1.652331 -2.968615  -0.57
C23 -4.788851 2.604740 -2.161098  -0.10
C24 -3.595448 2.317435 -1.523244  -0.03
C25 -2.988715 1.066615 -1.678879  -0.25
C26 -3.622339 0.107460 -2.477445  -0.02
C27 -4.819438 0.396783 -3.108068  -0.10
C28 -1.757864 0.761759 -1.023573  -0.12
C29 -0.707336 0.500308 -0.465387  -0.17
H42 -4.854025 3.149051 -6.696818  0.09
H43 -4.528617 1.706858 -5.697500  0.08
H44 -4.430434 3.295866 -4.963940  0.08
H45 -5.254762 3.573945 -2.034311  0.11
H46 -3.122456 3.055790 -0.889397  0.12
H47 -3.163593 -0.865673 -2.594389  0.11
H48 -5.307250 -0.352120 -3.719341  0.11

Atoms 1-3, force components in eV/Å:
-0.15 -0.04 -0.01
-0.01 0.00 -0.01
0.01 0.05 0.03


Record 2
This record from OMol25 describes an isolated molecule of C4H10O2. The level of theory is ωB97M-V/def2-TZVPD.

Calculated values
**LUMO**: 0.837 eV
**SMILES**: CC[C@@H](O)CO
**Spin multiplicity**: 1

Last column: Löwdin charge in e.
Atoms and positions in Å:
C1 -2.099586 -0.486242 -0.292977  -0.11
C2 -1.019998 0.269994 0.482314  -0.20
C3 0.385512 -0.324147 0.296116  -0.38
O1 0.466738 -0.931298 -0.980485  -0.05
C4 1.500909 0.738767 0.377391  -0.20
O2 2.682832 0.288944 -0.276130  -0.07
H1 -3.073070 0.000652 -0.172959  0.07
H2 -1.851041 -0.505527 -1.356446  0.07
H3 -2.191198 -1.524901 0.041520  0.08
H4 -1.025176 1.319268 0.156855  0.11
H5 -1.266193 0.279553 1.552174  0.11
H6 0.553855 -1.091562 1.071509  0.15
H7 1.382868 -1.239908 -1.035481  0.09
H8 1.777270 0.952774 1.413977  0.13
H9 1.147531 1.671313 -0.083248  0.12
H10 2.628740 0.582327 -1.194137  0.09

Atoms 1-3, force components in eV/Å:
-0.03 -0.05 -0.02
0.03 0.09 0.04
-0.06 0.13 0.19


Record 3
This record from OMol25 describes a cluster of 18 separate species, C27H21Cl68N2O in total. The level of theory is ωB97M-V/def2-TZVPD.

Calculated values
**LUMO**: -2.961 eV
**Spin multiplicity**: 1
**Total charge**: +1

Last column: Löwdin charge in e.
Atoms and positions in Å:
C1 -4.395944 -2.023676 -2.565490  0.00
C2 -5.482041 -2.411754 -1.591089  -0.55
O1 -6.473356 -1.739968 -1.440588  0.09
N1 -5.267651 -3.572915 -0.859445  0.06
C3 -5.599303 -3.559844 0.566931  -0.18
C4 -4.620985 -2.790288 1.458441  -0.17
C5 -3.455930 -3.611893 2.030413  -0.20
C6 -2.189564 -3.770082 1.181441  -0.15
C7 -1.768929 -2.487859 0.497946  -0.28
C8 -1.538977 -1.239241 1.369072  -0.10
C9 -0.368436 -0.490237 0.689400  -0.17
C10 -0.200400 -1.184280 -0.652394  -0.12
N2 -0.509152 -2.615200 -0.341302  0.11
H1 -4.838204 -1.545787 -3.439089  0.09
H2 -3.784111 -2.876357 -2.875866  0.07
H3 -3.757328 -1.287726 -2.059837  0.07
H4 -4.362966 -3.972027 -1.070758  0.10
H5 -5.734686 -4.590794 0.905918  0.07
H6 -6.576809 -3.075539 0.644878  0.13
H7 -5.195379 -2.432939 2.320625  0.10
H8 -4.295972 -1.887716 0.927002  0.10
H9 -3.187401 -3.242605 3.024676  0.10
H10 -3.839024 -4.626434 2.185795  0.05
H11 -2.302536 -4.569368 0.435939  0.12
H12 -1.373835 -4.089841 1.847871  0.13
H13 -2.536445 -2.226837 -0.241414  0.12
H14 -2.441322 -0.627175 1.370617  0.13
H15 -1.241776 -1.528706 2.378387  0.08
H16 0.531242 -0.586518 1.306706  0.04
H17 -0.535964 0.570077 0.507088  0.10
H18 0.718472 -1.023320 -1.213677  0.09
H19 -1.023597 -0.872738 -1.305989  0.14
H20 -0.733992 -3.135616 -1.189092  0.19
H21 0.242125 -3.116366 0.135224  0.19
C11 3.117595 1.148632 -1.275802  -2.01
Cl1 1.746150 2.066878 -0.636626  0.56
Cl2 2.784335 0.694019 -2.945096  0.49
Cl3 4.569985 2.110171 -1.148257  0.56
Cl4 3.324322 -0.341406 -0.324380  0.50
C12 3.717233 3.769452 2.743914  -2.03
Cl5 2.169941 2.965660 3.060623  0.49
Cl6 4.274783 4.539338 4.232389  0.53
Cl7 4.912540 2.573410 2.223778  0.51
Cl8 3.505973 4.972497 1.479796  0.52
C13 3.001548 9.249220 2.646521  -2.04
Cl9 1.644020 10.079301 3.410881  0.54
Cl10 2.587404 8.890143 0.962195  0.51
Cl11 4.432896 10.271694 2.713519  0.50
Cl12 3.328408 7.730382 3.487312  0.49
C14 8.130986 10.203089 1.716916  -2.05
Cl13 7.327282 11.766414 1.565009  0.51
Cl14 8.093386 9.678441 3.404311  0.53
Cl15 7.275515 9.004869 0.728658  0.48
Cl16 9.800769 10.340445 1.179820  0.54
C15 1.821046 -1.020778 4.339015  -2.03
Cl17 0.252891 -0.195057 4.366233  0.52
Cl18 1.557910 -2.772935 4.365156  0.53
Cl19 2.674745 -0.580264 2.848808  0.49
Cl20 2.760945 -0.534022 5.732205  0.58
C16 -4.381216 -7.996411 2.569766  -2.04
Cl21 -4.724867 -7.086981 1.081127  0.55
Cl22 -3.003235 -7.242339 3.395851  0.51
Cl23 -5.792300 -7.942067 3.617830  0.55
Cl24 -3.984010 -9.655207 2.168252  0.54
C17 6.006228 -1.172101 -4.647433  -2.04
Cl25 5.385736 0.355663 -5.278915  0.51
Cl26 5.867481 -1.174187 -2.881456  0.50
Cl27 5.053312 -2.505190 -5.307478  0.50
Cl28 7.695308 -1.359896 -5.105644  0.55
C18 -2.347467 0.759549 7.620474  -2.06
Cl29 -3.780256 0.667819 8.634762  0.54
Cl30 -1.532625 -0.816330 7.589487  0.48
Cl31 -2.812238 1.214762 5.973079  0.50
Cl32 -1.238209 1.965766 8.265628  0.54
C19 9.109364 10.622331 -3.642586  -2.05
Cl33 9.767902 12.232154 -3.349001  0.53
Cl34 7.956238 10.689028 -4.977573  0.53
Cl35 10.419300 9.510406 -4.045744  0.53
Cl36 8.288676 10.054910 -2.183547  0.46
C20 1.195269 -1.755134 -6.829385  -2.04
Cl37 -0.434392 -2.366859 -6.510877  0.52
Cl38 1.744220 -0.778059 -5.454404  0.46
Cl39 2.311335 -3.108758 -7.006367  0.51
Cl40 1.189459 -0.780354 -8.285137  0.54
C21 3.980558 12.633206 -1.278115  -2.03
Cl41 4.660653 14.251801 -1.108679  0.52
Cl42 2.847985 12.605086 -2.634045  0.53
Cl43 5.277032 11.473703 -1.584935  0.49
Cl44 3.130675 12.212325 0.210259  0.49
C22 0.680452 15.571123 0.758341  -2.06
Cl45 0.730494 14.657994 2.271148  0.51
Cl46 0.170362 14.505540 -0.553214  0.51
Cl47 -0.464598 16.905314 0.912660  0.53
Cl48 2.288687 16.204891 0.407001  0.51
C23 -1.918794 -12.322876 4.823875  -2.06
Cl49 -1.738803 -10.565855 4.711257  0.49
Cl50 -1.308300 -12.886006 6.374708  0.51
Cl51 -3.629492 -12.737995 4.674377  0.52
Cl52 -1.013443 -13.084307 3.512933  0.53
C24 0.436073 -2.788434 -11.917264  -2.05
Cl53 0.953080 -1.096432 -11.991252  0.52
Cl54 0.892078 -3.465771 -10.349608  0.49
Cl55 -1.312790 -2.873583 -12.113558  0.50
Cl56 1.224365 -3.696853 -13.204730  0.54
C25 -5.794301 -2.907809 6.113644  -2.05
Cl57 -6.417935 -3.619408 7.595995  0.55
Cl58 -5.699735 -4.161794 4.865787  0.52
Cl59 -6.870673 -1.620980 5.566885  0.54
Cl60 -4.185291 -2.236847 6.412315  0.49
C26 -4.890005 -2.128700 -13.887208  -2.06
Cl61 -6.022257 -2.107711 -12.531964  0.52
Cl62 -4.074255 -3.696655 -13.942054  0.51
Cl63 -5.765831 -1.871119 -15.394311  0.53
Cl64 -3.695073 -0.846095 -13.671506  0.51
C27 -2.060806 -15.596643 9.457905  -2.06
Cl65 -3.526389 -14.807191 10.042882  0.53
Cl66 -2.333635 -16.212180 7.826421  0.51
Cl67 -0.736355 -14.421961 9.430526  0.50
Cl68 -1.635399 -16.929096 10.529501  0.53

Atoms 1-3, force components in eV/Å:
0.07 -0.12 -0.17
-0.45 -0.22 0.10
0.07 0.25 0.15


Record 4
This record from OMol25 describes a structure of composition C5H9NO2. The level of theory is ωB97M-V/def2-TZVPD.

Calculated values
**LUMO**: 0.024 eV
**Spin multiplicity**: 1

Last column: Löwdin charge in e.
Atoms and positions in Å:
C1 1.122047 -0.582175 0.399006  -0.41
C2 1.165054 0.842079 0.094464  -0.24
C3 -0.990312 0.422104 0.235685  -0.29
C4 -2.254070 -0.357350 -0.091494  -0.15
C5 -0.272194 -0.846330 -0.220451  -0.20
H1 3.101839 -0.609416 -0.190713  0.30
H2 1.096671 -0.623959 1.539471  0.17
H3 1.758108 0.938503 -0.868565  0.13
H4 1.697539 1.466287 0.840342  0.13
H5 -0.381053 2.075120 -0.972736  0.15
H6 -0.924220 0.223532 1.276016  0.13
H7 -2.507269 -0.347359 -1.248200  0.16
H8 -3.065311 -0.376638 0.645307  0.12
H9 0.022408 -0.748764 -1.346384  0.19
N1 -0.106402 1.574542 -0.064114  0.00
O1 2.066039 -1.518666 -0.184700  -0.11
O2 -1.528877 -1.531517 0.157063  -0.07

Atoms 1-3, force components in eV/Å:
-2.38 -4.29 2.17
3.20 4.72 -2.71
1.15 -0.30 -0.52


For the records above, the corresponding energy relative to the best compared isomer or geometry (same formula, charge and spin) values read 0.0000 0.8019 0.0000 7.0844 eV.